No. 1
Molecular formula: C17H18N5O3S4SbTa
Method: DFT, ωB97M-V/def2-TZVPD

Structure (XYZ):
```
49
Properties=species:S:1:pos:R:3:forces:R:3
Ta -0.696 -0.686 -0.148 1.43 -7.09 2.39
C 2.490 -1.555 1.399 0.06 0.04 -0.03
N 1.289 -0.886 1.877 -0.17 0.39 -0.37
C 1.377 0.566 2.016 0.40 0.25 0.17
C -0.017 1.020 2.293 0.40 -0.10 0.62
N -1.057 0.330 1.845 0.28 -0.25 -0.67
C -2.182 0.991 2.319 -0.39 0.70 0.46
C -3.535 0.728 2.138 0.14 0.01 0.06
C -4.426 1.589 2.749 0.02 -0.14 -0.17
C -3.996 2.676 3.516 0.14 0.02 0.05
C -2.656 2.953 3.704 0.09 -0.10 0.02
C -1.759 2.093 3.090 -0.78 -0.51 -0.44
N -0.379 2.060 3.049 0.31 -0.28 -0.25
C 2.503 -1.495 -0.092 -0.24 -0.06 0.24
N 1.394 -1.531 -0.834 -0.43 0.66 0.32
C 1.840 -1.586 -2.162 0.71 0.01 -0.49
C 1.169 -1.699 -3.379 0.01 0.09 -0.13
C 1.930 -1.751 -4.531 -0.10 -0.08 0.09
C 3.325 -1.678 -4.508 0.07 -0.03 0.12
C 4.010 -1.570 -3.318 -0.04 -0.07 0.05
C 3.249 -1.550 -2.158 -0.75 -0.04 -0.50
N 3.615 -1.494 -0.831 -0.07 -0.03 0.24
H 2.436 -2.612 1.690 -0.02 0.17 0.00
H 3.418 -1.140 1.818 -0.12 -0.06 -0.07
H 1.014 -1.278 2.776 -0.27 -0.15 -0.30
H 1.728 0.998 1.069 0.07 0.02 0.13
H 2.063 0.881 2.817 -0.13 0.07 -0.20
H -3.865 -0.118 1.555 -0.08 -0.05 -0.03
H -5.484 1.422 2.626 -0.11 -0.03 0.03
H -4.736 3.302 3.982 -0.10 0.15 0.08
H -2.317 3.778 4.312 -0.05 0.11 0.04
H 0.240 2.749 3.447 0.08 -0.09 0.06
H 0.093 -1.748 -3.445 0.06 0.05 0.04
H 1.436 -1.874 -5.482 -0.09 0.05 -0.07
H 3.871 -1.733 -5.436 0.08 0.05 -0.09
H 5.084 -1.518 -3.285 0.21 -0.03 -0.02
H 4.565 -1.497 -0.489 -0.11 0.00 0.11
S -3.185 -4.990 -0.829 -0.52 -0.23 0.09
Sb -1.114 -4.021 -1.121 0.37 0.86 0.48
S -0.967 -2.751 1.038 -0.16 -0.18 -0.56
S -1.886 -1.791 -1.912 0.30 0.12 0.71
C -1.536 2.617 -2.359 0.08 -0.44 0.26
S -0.970 1.615 -1.011 0.17 5.36 -0.75
O -2.058 0.711 -0.573 -1.76 0.16 -0.15
O -0.446 2.370 0.084 -0.33 0.87 -0.69
O 0.076 0.657 -1.457 1.19 -0.01 -1.11
H -2.445 3.122 -2.044 -0.07 -0.01 0.20
H -1.738 1.982 -3.215 -0.01 -0.19 -0.06
H -0.765 3.344 -2.590 0.21 0.03 0.09
```
Forces are in eV/Å.

The HOMO energy (alpha / beta) is -14.421 / -14.307 eV. The net charge is +2. The largest force on an atom is 0.148 hartree/bohr. The energy above the lowest of the compared OMol25 structures with the same formula, charge and spin is 222.47 kJ/mol. The spin multiplicity is 2. The value obtained for the HOMO-LUMO gap (alpha / beta) is 0.265 / 0.231 Ha. The expectation value of S² is 0.756.


No. 2
Molecular formula: C17H18N7O9PbS
Method: DFT, ωB97M-V/def2-TZVPD

Structure (XYZ):
```
53
Properties=species:S:1:pos:R:3:forces:R:3
Pb -0.366 0.319 0.242 0.54 0.94 -0.03
O 3.974 1.894 -1.991 0.28 -0.01 0.20
C 2.808 1.823 -1.314 -0.35 0.06 -0.40
O 1.775 1.534 -1.858 0.14 -0.10 0.22
C 2.997 2.159 0.146 -0.17 -0.13 0.26
O 1.817 2.560 0.789 0.10 -0.31 -0.17
C 1.342 3.825 0.349 -0.34 0.10 -0.04
C 0.088 3.826 -0.558 -0.14 0.08 -0.30
O -0.060 4.889 -1.176 -0.04 -0.13 0.05
O -0.672 2.813 -0.561 0.23 0.11 0.21
H 3.804 1.583 -2.889 -0.14 -0.03 -0.07
H 3.782 2.917 0.233 0.02 0.02 -0.02
H 3.342 1.245 0.635 0.04 -0.12 0.06
H 2.126 4.373 -0.178 0.03 0.01 0.03
H 1.064 4.395 1.239 0.06 0.01 0.02
C -1.234 0.986 -5.661 0.04 -0.03 0.04
C -1.345 -0.402 -5.613 0.00 0.09 0.02
C -1.368 -1.050 -4.395 0.02 -0.14 0.18
C -1.269 -0.314 -3.209 -0.02 0.29 -0.75
C -1.127 1.071 -3.259 -0.03 -0.26 0.39
C -1.117 1.713 -4.487 -0.02 0.11 -0.15
N -1.275 -0.917 -1.929 -0.06 -0.22 0.26
N -1.567 -2.116 -1.901 -0.11 -0.15 -0.66
C -1.530 -2.773 -0.655 0.00 -0.18 0.78
C -1.745 -4.137 -0.704 0.07 0.02 -0.11
C -1.671 -4.864 0.479 -0.05 -0.05 -0.05
C -1.399 -4.200 1.648 0.18 0.13 0.11
C -1.201 -2.816 1.606 -0.74 0.00 0.06
N -1.311 -2.113 0.494 0.02 -0.22 -0.65
H -1.228 1.494 -6.618 0.03 0.00 0.02
H -1.401 -0.973 -6.532 -0.04 -0.02 0.02
H -1.447 -2.127 -4.337 0.00 -0.01 -0.02
H -1.027 1.641 -2.337 0.01 0.10 -0.11
H -1.008 2.789 -4.522 -0.01 0.00 0.06
H -1.950 -4.606 -1.656 0.02 0.03 -0.02
H -1.822 -5.936 0.475 -0.01 0.01 -0.02
H -1.302 -4.724 2.588 -0.01 0.03 0.00
H -1.073 -2.249 2.516 0.26 0.00 0.00
O 1.398 -2.869 1.806 -0.18 0.21 -0.10
S 1.785 -1.516 1.413 1.55 -0.81 0.38
O 3.174 -1.224 1.743 -0.25 0.25 -0.10
O 1.511 -1.262 -0.038 -0.34 0.21 0.12
O 0.889 -0.514 2.159 -0.23 -0.10 -1.59
N 0.588 -0.088 4.515 -0.68 0.63 1.52
C -0.509 0.437 5.050 0.67 -0.34 -0.09
N -0.471 0.835 6.358 0.01 0.03 0.12
N -1.659 0.608 4.442 -0.62 0.26 -0.02
C -1.876 0.488 3.160 0.10 -0.04 0.17
N -2.214 0.428 2.047 -0.09 -0.03 0.40
H 1.453 -0.044 5.026 0.00 0.01 0.06
H 0.653 -0.278 3.489 0.33 -0.31 -0.27
H 0.239 0.449 6.954 -0.03 -0.03 -0.02
H -1.364 1.020 6.777 -0.03 0.02 -0.01
```
Forces are in eV/Å.

The HOMO energy is -5.425 eV. The net charge is -1. The largest force on an atom is 0.035 hartree/bohr. The energy above the lowest of the compared OMol25 structures with the same formula, charge and spin is 20.16 kJ/mol. The spin multiplicity is 1. The value obtained for the HOMO-LUMO gap is 0.250 Ha.


No. 3
Molecular formula: C17H18N7O9PbS
Method: DFT, ωB97M-V/def2-TZVPD

Structure (XYZ):
```
53
Properties=species:S:1:pos:R:3:forces:R:3
Pb -0.057 -0.327 -0.008 -0.33 -0.97 0.24
O 0.172 3.864 -2.848 0.02 0.00 0.12
C 0.215 2.538 -2.596 -0.01 -0.10 -0.13
O 1.015 2.058 -1.838 -0.06 -0.05 0.12
C -0.772 1.798 -3.481 -0.06 -0.01 -0.06
O -1.027 0.489 -3.070 0.04 -0.03 0.29
C -2.322 0.304 -2.455 0.03 -0.06 -0.27
C -2.632 1.404 -1.423 0.02 -0.11 0.07
O -3.452 2.268 -1.743 0.01 0.04 0.01
O -1.961 1.326 -0.347 0.16 -0.03 0.17
H 0.818 4.261 -2.244 0.00 0.05 -0.06
H -0.292 1.765 -4.466 -0.03 0.02 -0.04
H -1.681 2.398 -3.565 0.00 0.01 0.02
H -2.271 -0.678 -1.981 -0.04 -0.02 -0.01
H -3.092 0.294 -3.230 0.02 0.04 -0.03
C -4.051 -0.384 4.482 0.04 0.04 0.03
C -3.168 0.502 5.098 -0.04 -0.05 -0.05
C -1.928 0.746 4.536 0.09 0.08 0.07
C -1.589 0.108 3.351 0.36 0.00 -0.46
C -2.455 -0.773 2.729 -0.14 -0.16 -0.06
C -3.691 -1.024 3.307 0.05 0.01 0.04
N -0.345 0.334 2.657 -0.46 0.20 -0.02
N 0.567 0.766 3.358 0.70 -0.04 0.12
C 1.834 0.963 2.679 -0.69 0.12 0.49
C 2.859 1.415 3.487 0.22 0.08 0.22
C 4.092 1.662 2.911 -0.01 0.00 0.12
C 4.247 1.460 1.550 -0.04 -0.04 -0.10
C 3.153 1.011 0.826 0.03 -0.10 -0.03
N 1.977 0.759 1.387 -0.08 0.09 -0.20
H -5.020 -0.574 4.925 0.00 0.01 0.01
H -3.450 1.006 6.014 -0.02 -0.01 0.01
H -1.226 1.428 4.998 -0.02 0.01 -0.03
H -2.145 -1.302 1.833 -0.07 0.02 0.05
H -4.364 -1.729 2.837 0.01 0.00 -0.01
H 2.666 1.560 4.541 0.03 0.00 -0.01
H 4.918 2.010 3.518 0.01 0.00 -0.01
H 5.192 1.640 1.056 0.01 0.01 -0.01
H 3.206 0.837 -0.243 0.03 0.00 -0.01
O 0.875 -3.915 0.434 -0.35 0.10 0.28
S -0.177 -3.212 1.171 0.21 -0.20 -0.40
O -1.008 -4.058 2.015 0.14 0.11 -0.05
O -1.080 -2.482 0.158 -0.15 0.51 -0.35
O 0.411 -2.063 1.947 0.30 0.42 -0.10
N 4.030 -0.886 -4.359 0.02 -0.01 -0.06
C 3.467 -2.094 -4.621 0.00 0.05 -0.04
N 3.979 -2.796 -5.667 0.06 -0.05 0.00
N 2.481 -2.615 -3.950 0.07 0.29 0.20
C 2.116 -1.896 -2.886 -0.16 -0.40 -0.15
N 1.796 -1.279 -1.966 0.17 0.13 0.05
H 4.937 -0.663 -4.727 0.00 -0.05 0.02
H 3.751 -0.426 -3.506 -0.03 0.02 0.01
H 4.475 -2.308 -6.391 -0.05 0.01 -0.03
H 3.441 -3.600 -5.941 0.00 0.00 0.00
```
Forces are in eV/Å.

The HOMO energy is -4.702 eV. The net charge is -1. The largest force on an atom is 0.021 hartree/bohr. The energy above the lowest of the compared OMol25 structures with the same formula, charge and spin is 141.61 kJ/mol. The spin multiplicity is 1. The value obtained for the HOMO-LUMO gap is 0.239 Ha.


No. 4
Molecular formula: C17H19As2N3OsS3
Method: DFT, ωB97M-V/def2-TZVPD

Structure (XYZ):
```
45
Properties=species:S:1:pos:R:3:forces:R:3
Os -0.118 -0.093 -0.351 -0.56 -0.25 0.13
S -0.174 -0.239 1.885 0.24 0.03 0.08
C 1.251 0.459 2.481 -0.26 -0.13 -0.08
C 1.443 0.502 3.891 0.04 -0.01 0.03
N 1.597 0.540 5.029 -0.03 0.00 0.04
C 2.215 0.945 1.590 -0.06 -0.09 -0.17
S 1.940 0.914 -0.064 0.31 0.44 0.00
C 3.462 1.453 2.061 -0.13 -0.04 0.02
N 4.458 1.869 2.451 0.13 0.05 0.02
C -1.731 -3.253 0.710 -0.13 0.01 -0.06
As -2.072 -1.668 -0.348 -0.10 0.22 0.14
C -2.906 -2.332 -1.968 0.03 -0.04 0.05
C -3.499 -0.739 0.593 0.06 -0.04 -0.07
C -4.575 -1.411 1.155 -0.05 -0.06 0.00
C -5.563 -0.697 1.823 -0.01 -0.07 -0.01
C -5.488 0.683 1.926 0.01 0.07 0.00
C -4.419 1.368 1.363 -0.06 0.02 0.04
C -3.432 0.651 0.704 0.05 -0.23 -0.12
As -1.920 1.502 -0.087 0.62 0.34 -0.11
C -1.433 3.032 0.981 -0.20 -0.05 0.03
C -2.358 2.208 -1.834 -0.21 -0.03 0.09
H -1.588 -2.969 1.751 0.02 0.00 -0.01
H -0.842 -3.759 0.339 -0.01 0.01 -0.01
H -2.587 -3.922 0.631 0.04 -0.01 0.02
H -3.895 -2.719 -1.724 0.01 0.04 0.04
H -2.312 -3.146 -2.381 0.01 0.01 -0.01
H -3.000 -1.532 -2.700 -0.01 -0.01 0.00
H -4.657 -2.489 1.085 0.01 0.00 0.00
H -6.396 -1.224 2.267 0.00 -0.01 0.00
H -6.260 1.229 2.451 0.00 0.01 0.00
H -4.370 2.447 1.450 0.02 -0.01 0.00
H -2.195 3.807 0.886 0.02 -0.03 -0.03
H -0.479 3.417 0.626 0.01 0.00 0.00
H -1.359 2.731 2.025 0.04 -0.01 -0.03
H -3.292 2.766 -1.748 0.04 -0.01 0.01
H -2.489 1.398 -2.548 0.02 0.00 0.01
H -1.568 2.882 -2.157 0.04 -0.02 0.00
S 1.139 0.535 -4.731 0.03 -0.03 0.08
C 0.532 -1.049 -4.534 -0.04 0.05 0.00
C 0.091 -1.228 -3.269 0.02 0.04 -0.07
N 0.251 -0.126 -2.450 0.09 -0.14 0.00
C 0.820 0.870 -3.116 -0.03 0.01 -0.01
H 0.528 -1.758 -5.345 -0.01 0.00 -0.02
H -0.334 -2.134 -2.875 -0.02 -0.05 0.02
H 1.060 1.820 -2.663 0.00 0.00 -0.03
```
Forces are in eV/Å.

The HOMO energy (alpha / beta) is -15.394 / -15.706 eV. The net charge is +2. The largest force on an atom is 0.014 hartree/bohr. The energy above the lowest of the compared OMol25 structures with the same formula, charge and spin is 9.71 kJ/mol. The spin multiplicity is 1. The value obtained for the HOMO-LUMO gap (alpha / beta) is 0.238 / 0.224 Ha.


No. 5
Molecular formula: C17H19BeNS
Method: DFT, ωB97M-V/def2-TZVPD

Structure (XYZ):
```
39
Properties=species:S:1:pos:R:3:forces:R:3
C 0.434 -1.149 -2.412 0.83 -1.70 0.42
C 0.145 2.253 -2.915 -0.22 0.94 0.12
C -0.834 -1.231 -2.875 0.86 -0.55 1.60
H 1.047 -2.116 -2.175 -1.62 1.66 -0.70
C -0.997 2.231 -2.224 0.41 0.18 -0.03
H 0.601 3.207 -3.196 -0.38 0.01 0.37
H -1.285 -2.224 -2.929 0.37 0.08 -0.24
H -1.438 3.152 -1.841 0.25 0.06 -0.38
C -1.836 -0.121 -2.983 -0.40 0.91 0.39
H -2.866 -0.544 -2.917 0.79 0.13 -0.23
H -1.724 0.334 -3.985 -0.37 0.12 0.40
C 1.303 0.090 -2.217 0.13 -0.11 -0.10
H 2.367 -0.226 -2.330 -0.70 0.06 0.01
H 1.285 0.567 -1.204 -0.42 -0.55 -0.81
C 0.973 1.096 -3.341 0.20 -0.85 -0.31
H 0.470 0.499 -4.136 0.50 0.64 0.25
H 1.928 1.453 -3.731 -0.22 0.16 -0.21
C -1.781 1.014 -1.860 -0.70 -0.90 -0.54
H -2.833 1.337 -1.685 0.67 -0.22 -0.09
H -1.434 0.589 -0.899 -0.05 -0.01 -0.37
Be 1.323 -1.549 0.899 1.04 -1.27 0.58
H 0.691 -1.358 0.004 -2.07 0.78 -5.43
S 1.956 0.626 3.987 0.21 0.69 -0.03
C 3.213 1.151 2.927 0.49 0.25 -0.68
C 3.195 0.504 1.697 0.03 0.28 1.54
C 2.150 -0.424 1.662 0.20 -0.69 0.71
C 1.351 -0.453 2.789 0.85 0.62 0.49
C 0.203 -1.337 2.870 -0.87 -1.32 0.26
C -0.693 -1.553 3.916 0.05 0.45 0.07
C -1.755 -2.433 3.730 0.13 -0.07 -0.19
C -1.930 -3.104 2.505 0.30 0.51 -0.13
C -1.003 -2.879 1.491 0.37 -0.08 1.04
N 0.051 -2.095 1.750 0.37 -0.18 1.33
H 3.918 1.943 3.215 -0.49 -0.51 0.12
H 3.930 0.603 0.899 -0.20 0.27 0.36
H -0.487 -1.028 4.847 -0.46 -0.14 -0.05
H -2.459 -2.595 4.545 0.17 -0.03 -0.19
H -2.746 -3.787 2.330 -0.14 0.03 0.12
H -1.031 -3.373 0.509 0.06 0.34 0.53
```
Forces are in eV/Å.

The HOMO energy is -7.957 eV. The largest force on an atom is 0.114 hartree/bohr. The energy above the lowest of the compared OMol25 structures with the same formula, charge and spin is 0.00 kJ/mol. The spin multiplicity is 1. The value obtained for the HOMO-LUMO gap is 0.280 Ha.


No. 6
Molecular formula: C17H19BrN4O4S
Method: DFT, ωB97M-V/def2-TZVPD

Structure (XYZ):
```
46
Properties=species:S:1:pos:R:3:forces:R:3
C -4.847 3.861 -1.668 -0.07 0.16 -0.18
C -4.032 2.787 -1.000 0.08 -0.04 0.18
C -4.134 2.602 0.380 0.11 -0.30 0.11
C -3.401 1.608 1.026 0.27 0.11 0.07
C -2.512 0.813 0.290 -0.25 0.01 -0.09
S -1.605 -0.478 1.140 0.90 -0.64 -0.04
O -1.825 -0.322 2.554 0.00 -0.02 -0.97
O -1.735 -1.744 0.465 -0.48 0.63 0.42
N 0.070 -0.161 0.840 -0.53 0.41 0.50
C 0.965 -1.038 0.264 0.95 0.61 -0.24
C 2.167 -0.379 0.088 -2.04 0.32 0.47
N 3.315 -0.889 -0.561 2.85 -1.53 -1.56
O 4.386 -1.037 0.076 -2.63 0.60 -1.19
O 3.214 -1.188 -1.786 0.17 0.79 2.58
C 2.011 0.970 0.570 -0.01 -0.28 -0.17
C 2.794 2.116 0.565 0.03 0.57 0.57
Br 4.442 2.106 -0.377 -0.17 0.31 0.27
C 2.346 3.245 1.254 0.02 -0.36 -0.28
C 1.067 3.271 1.850 0.21 -0.63 -0.09
C 0.230 2.158 1.774 0.12 0.51 0.04
C 0.714 1.045 1.100 -0.15 0.16 0.07
C -2.424 0.968 -1.097 0.13 0.01 0.17
C -3.167 1.965 -1.726 -0.04 -0.08 0.16
H -4.661 3.877 -2.747 -0.05 0.03 0.19
H -5.924 3.708 -1.511 0.30 -0.03 -0.01
H -4.601 4.852 -1.264 -0.02 -0.25 -0.09
H -4.801 3.247 0.952 0.15 -0.24 -0.08
H -3.502 1.460 2.100 0.09 0.02 -0.23
H 0.748 -2.077 0.112 -0.09 0.07 -0.10
H 3.017 4.091 1.344 -0.18 0.04 -0.12
H 0.748 4.153 2.397 0.07 -0.12 -0.09
H -0.743 2.126 2.258 0.19 0.16 -0.16
H -1.777 0.314 -1.674 -0.02 0.11 0.04
H -3.091 2.121 -2.800 0.07 -0.18 0.16
C 3.529 -3.993 -0.402 -0.08 -0.15 -0.03
N 2.095 -3.724 -0.254 0.20 -0.85 0.13
C 1.433 -4.897 0.333 0.11 0.00 -0.11
N 1.546 -3.599 -1.595 0.10 0.32 -0.12
H 3.905 -4.396 0.545 -0.01 0.15 -0.20
H 3.717 -4.711 -1.217 -0.08 0.01 0.20
H 4.061 -3.071 -0.629 0.07 -0.33 -0.01
H 1.941 -5.181 1.262 -0.22 0.20 -0.14
H 0.384 -4.653 0.541 0.15 -0.08 0.06
H 1.458 -5.761 -0.356 0.02 0.22 0.11
H 0.543 -3.453 -1.464 0.16 0.07 -0.18
H 1.937 -2.714 -1.947 -0.42 -0.46 -0.01
```
Forces are in eV/Å.

The HOMO energy is -8.062 eV. The largest force on an atom is 0.070 hartree/bohr. As for the SMILES: Cc1ccc(S(=O)(=O)n2cc([N+](=O)[O-])c3c(Br)cccc32)cc1.CN(C)N. The spin multiplicity is 1. The value obtained for the HOMO-LUMO gap is 0.277 Ha.